{"formula": "C23H28N4O5", "method": "wB97M-V/def2-TZVPD", "lumo_energy_ev": 0.595, "species": ["C", "C", "C", "C", "N", "C", "C", "H", "H", "N", "C", "O", "C", "C", "C", "O", "N", "C", "C", "C", "C", "C", "C", "H", "O", "C", "O", "H", "H", "H", "H", "C", "H", "H", "C", "O", "N", "H", "C", "C", "H", "H", "H", "C", "H", "H", "H", "C", "H", "H", "H", "H", "H", "H", "H", "H", "H", "H", "H", "H"], "coordinates": [[5.4871, 1.2851, 0.1226], [5.1092, -0.1611, 0.0857], [3.8032, -0.5560, 0.3414], [3.4935, -1.9088, 0.2707], [4.3881, -2.8482, -0.0186], [5.6296, -2.4670, -0.2600], [6.0425, -1.1472, -0.2233], [7.0696, -0.8891, -0.4293], [6.3212, -3.2660, -0.4920], [2.2221, -2.4305, 0.5034], [1.0671, -1.7872, 0.7854], [0.9655, -0.5884, 0.9633], [-0.1447, -2.7054, 0.8295], [-0.6250, -2.9501, -0.6123], [-0.3867, -1.7082, -1.4639], [0.6185, -1.5896, -2.1397], [-1.3374, -0.7507, -1.4063], [-2.5181, -0.8308, -0.6182], [-2.5099, -0.3435, 0.6791], [-3.6593, -0.3610, 1.4656], [-4.7985, -0.8775, 0.8988], [-4.8082, -1.3652, -0.4112], [-3.6825, -1.3514, -1.1948], [-3.6917, -1.7212, -2.2066], [-6.0596, -1.8213, -0.7170], [-6.8496, -1.5839, 0.4293], [-6.0452, -1.0168, 1.4416], [-7.2757, -2.5346, 0.7861], [-7.6681, -0.8910, 0.1762], [-3.6608, 0.0204, 2.4725], [-1.5930, 0.0600, 1.0782], [-1.2239, 0.4333, -2.2368], [-0.2968, 0.3371, -2.8092], [-2.0758, 0.4883, -2.9222], [-1.2004, 1.7390, -1.4279], [-2.0230, 2.6096, -1.6338], [-0.1937, 1.8117, -0.5458], [0.3594, 0.9834, -0.3704], [0.0696, 2.9553, 0.3310], [1.3725, 2.6653, 1.0729], [1.2975, 1.7246, 1.6126], [1.5829, 3.4604, 1.7835], [2.1989, 2.6036, 0.3677], [0.2209, 4.2203, -0.5179], [1.0141, 4.0892, -1.2506], [-0.7063, 4.4271, -1.0434], [0.4656, 5.0675, 0.1171], [-1.0851, 3.1210, 1.3236], [-2.0215, 3.2196, 0.7815], [-0.9347, 4.0108, 1.9289], [-1.1462, 2.2580, 1.9825], [-0.0410, -3.7519, -1.0674], [-1.6789, -3.2274, -0.6156], [-0.9280, -2.2047, 1.3990], [0.0982, -3.6513, 1.3147], [2.1936, -3.4289, 0.3403], [3.0422, 0.1635, 0.5874], [4.9034, 1.8177, 0.8698], [6.5455, 1.4052, 0.3407], [5.2877, 1.7390, -0.8485]], "forces_ev_per_angstrom": [[0.0, 0.0, 0.0], [0.0, -0.3, 0.0], [0.0, 0.0, 0.0], [0.4, 0.3, -0.1], [-0.4, -0.2, 0.1], [0.2, 0.1, 0.0], [-0.1, 0.1, 0.0], [0.1, 0.0, 0.0], [0.1, 0.0, 0.0], [0.0, -0.3, 0.0], [-0.2, -0.6, 0.3], [0.0, 0.4, 0.0], [0.0, 0.2, 0.0], [0.1, 0.0, -0.1], [-0.1, -0.6, 0.0], [0.3, -0.1, -0.1], [-0.2, 0.5, -0.1], [-0.2, -0.1, 0.4], [0.0, 0.0, -0.2], [-0.4, -0.1, 0.0], [0.2, -0.1, -0.5], [0.2, 0.2, 0.5], [-0.3, 0.0, 0.1], [0.0, 0.0, -0.2], [0.4, 0.0, -0.3], [-1.3, -0.2, 0.1], [0.4, 0.2, 0.2], [0.2, 0.2, -0.1], [0.3, -0.1, 0.0], [0.0, 0.1, 0.1], [0.1, 0.0, 0.0], [0.1, 0.2, -0.3], [-0.2, 0.0, 0.0], [0.1, 0.1, 0.1], [0.0, -0.6, -0.4], [-0.2, 0.3, -0.1], [0.4, 0.0, 0.3], [-0.1, -0.1, -0.1], [-0.1, 0.3, 0.1], [-0.2, 0.0, -0.1], [0.0, -0.1, 0.1], [0.0, 0.1, 0.0], [0.1, 0.0, -0.1], [-0.1, -0.1, 0.1], [0.1, 0.0, -0.1], [0.0, 0.1, 0.0], [0.1, 0.1, 0.1], [0.1, 0.0, -0.2], [-0.1, 0.0, 0.0], [0.0, 0.1, 0.1], [0.0, -0.1, 0.1], [-0.1, 0.1, -0.1], [0.0, -0.1, 0.0], [0.2, 0.0, 0.0], [0.0, 0.0, 0.0], [-0.1, 0.1, 0.1], [-0.1, 0.0, 0.0], [0.0, 0.1, 0.0], [0.0, 0.1, 0.0], [0.0, 0.1, 0.0]], "lowdin_charge": [-0.040, -0.258, 0.048, -0.272, 0.112, -0.138, -0.034, 0.107, 0.105, 0.169, -0.459, 0.047, -0.073, -0.064, -0.464, 0.070, 0.001, -0.227, -0.017, 0.036, -0.196, -0.188, 0.088, 0.138, 0.041, -0.153, 0.041, 0.141, 0.142, 0.123, 0.101, -0.023, 0.132, 0.137, -0.472, 0.059, 0.137, 0.112, -0.575, -0.040, 0.066, 0.089, 0.078, -0.035, 0.087, 0.074, 0.083, -0.028, 0.080, 0.084, 0.075, 0.124, 0.115, 0.107, 0.121, 0.152, 0.091, 0.077, 0.078, 0.091]}



{"formula": "C3H4S", "method": "wB97M-V/def2-TZVPD", "lumo_energy_ev": 0.520, "species": ["C", "C", "C", "S", "H", "H", "H", "H"], "coordinates": [[0.5750, -0.4505, 0.0702], [-0.6199, -1.0297, -0.1052], [0.1116, 0.8962, 0.2074], [-1.6524, 0.3972, -0.0567], [1.5793, -0.9442, 0.2440], [-0.8974, -2.0984, -0.1070], [0.5027, 1.5614, 0.9767], [0.4012, 1.6680, -1.2293]], "forces_ev_per_angstrom": [[1.0, -2.1, 0.5], [0.0, -1.6, 0.3], [0.8, 3.6, -4.2], [0.6, 0.1, 0.5], [-1.3, 0.9, -0.4], [0.0, 0.8, -0.3], [-0.6, 0.0, -0.1], [-0.5, -1.7, 3.8]], "lowdin_charge": [-0.324, -0.450, -0.481, 0.799, 0.122, 0.079, 0.056, 0.199]}



{"formula": "C8H8N2O", "method": "wB97M-V/def2-TZVPD", "lumo_energy_ev": -0.122, "species": ["C", "C", "C", "C", "C", "C", "C", "C", "H", "H", "H", "H", "H", "H", "H", "H", "N", "N", "O"], "coordinates": [[2.5887, -1.0241, 0.0890], [1.0054, 0.6828, -0.0085], [0.5072, 2.0026, 0.0875], [-0.7931, 2.3861, -0.0455], [-1.8796, 1.4131, 0.2298], [-1.4428, 0.0243, -0.1063], [-2.1398, -1.1163, -0.0692], [-0.0366, -0.3061, 0.1770], [3.5845, -0.6239, -0.3002], [1.7609, -1.6632, -0.6449], [2.6762, -1.3813, 1.2409], [1.5732, 2.3518, -0.4381], [-0.9829, 3.4755, 0.0320], [-2.8111, 1.7890, 0.3792], [-3.2907, -1.4478, -0.0692], [-1.5136, -3.0472, -0.7399], [-1.1930, -2.1136, 0.0624], [0.1005, -1.7638, 0.1969], [2.2865, 0.3621, -0.0729]], "forces_ev_per_angstrom": [[1.3, -0.4, -1.1], [-4.2, -0.4, 2.8], [7.3, -2.3, -4.0], [-4.3, -0.7, 2.6], [6.6, 0.4, -3.5], [0.6, 4.5, 3.8], [-2.0, -3.6, -0.1], [0.0, -3.3, -2.0], [0.1, -3.5, 0.3], [3.5, 1.5, 2.3], [-0.6, 0.8, -2.8], [-2.9, 1.7, 1.6], [-0.2, -0.8, -0.3], [-2.8, 0.5, 0.1], [3.0, 1.1, -0.2], [1.8, 3.2, 3.9], [-2.3, -4.0, -3.5], [-2.7, 3.5, -0.8], [-2.1, 1.6, 0.8]], "lowdin_charge": [-0.094, -0.298, -0.069, -0.098, 0.022, -0.195, -0.109, -0.094, 0.109, 0.146, 0.132, 0.180, 0.102, 0.047, 0.168, 0.281, -0.109, 0.013, -0.134]}



{"formula": "C6H14O", "method": "wB97M-V/def2-TZVPD", "lumo_energy_ev": 0.974, "species": ["C", "O", "C", "C", "C", "C", "C", "H", "H", "H", "H", "H", "H", "H", "H", "H", "H", "H", "H", "H", "H"], "coordinates": [[0.0062, -1.3710, -1.7762], [0.4574, -0.3934, -2.7193], [-1.0537, -1.0887, -0.7212], [-0.9585, 0.3186, -0.1038], [0.3865, 0.6546, 0.5254], [0.4050, 2.0318, 1.2410], [0.8711, -0.4401, 1.5453], [0.9435, -1.8424, -1.4023], [-0.4713, -2.2056, -2.3266], [0.0271, 0.4208, -2.4495], [-0.9171, -1.8693, 0.0297], [-2.0399, -1.2018, -1.1558], [-1.1938, 1.0536, -0.8821], [-1.7554, 0.3592, 0.6550], [1.1267, 0.5508, -0.2990], [1.4365, 2.3807, 1.3582], [0.0190, 1.8719, 2.2497], [-0.3024, 2.7329, 0.7982], [1.2795, -1.3617, 1.1206], [0.0352, -0.6350, 2.2337], [1.6983, 0.0342, 2.0790]], "forces_ev_per_angstrom": [[0.8, -2.3, -1.0], [-1.0, 0.2, 0.7], [0.9, 1.2, 0.1], [-0.4, -0.6, 0.5], [1.0, -1.1, -0.1], [-0.2, -1.2, 0.0], [-0.4, 1.1, -0.2], [-0.6, 0.5, 0.4], [0.4, 0.3, -0.3], [0.1, 0.4, -0.3], [-0.2, 0.1, 0.1], [-0.2, -0.1, -0.1], [-0.1, 0.1, 0.1], [0.1, 0.3, -0.1], [-0.2, 0.8, 0.4], [-0.4, 0.3, -0.3], [0.0, 0.0, 0.1], [0.5, 0.3, -0.3], [-0.4, 0.1, -0.2], [0.4, -0.2, 0.0], [-0.1, -0.2, 0.3]], "lowdin_charge": [-0.279, -0.064, -0.188, -0.209, -0.424, -0.071, -0.074, 0.117, 0.111, 0.060, 0.111, 0.106, 0.109, 0.121, 0.129, 0.079, 0.072, 0.072, 0.069, 0.084, 0.070]}



How do the records compare in frontier orbital gap? In the order shown, they have 9.0533 9.0973 7.3003 10.9396 eV.
How do the records compare in energy above the lowest of the compared OMol25 structures with the same formula, charge and spin? In the order shown, they have 1.1116 2.3657 8.3018 0.9055 eV.